1.
Below is a cluster of 2 separate species, C6H11ClNO2P in total, with properties calculated with wB97M-V/def2-TZVPD.

```
22
Properties=species:S:1:pos:R:3:lowdin_charge:R:1
C -2.370 1.839 -0.288 -0.216
C 1.431 2.970 1.093 -0.057
C 0.695 -2.994 -1.335 -0.087
C 0.870 2.072 -0.051 -0.351
C 0.277 -2.815 0.138 -0.301
C -1.951 -0.259 0.470 -0.692
N -2.816 2.784 -0.789 -0.001
O 0.322 0.903 0.428 -0.387
O 0.386 -1.446 0.472 -0.363
P -0.352 -0.256 -0.460 0.860
Cl -3.257 -1.217 -0.069 0.642
H 1.627 2.186 1.843 0.088
H 2.359 3.425 0.798 0.062
H 0.766 3.738 1.314 0.045
H 1.351 -2.175 -1.516 0.052
H 0.894 -4.071 -1.506 0.084
H -0.206 -2.946 -2.017 0.083
H 1.798 1.957 -0.713 0.122
H -0.017 2.637 -0.701 0.135
H 0.887 -3.224 0.855 0.088
H -0.762 -3.012 0.415 0.098
H -1.931 -0.093 1.619 0.095
```

Values from the calculation:
Highest occupied orbital energy in hartree: -0.3628
ΔE to the lowest compared entry with this formula, charge and spin in kcal per mole: 17.52
Maximum force in eV/A: 4.91
DFT total energy in Ha: -1241.8502

***

2.
Below is a cluster of 2 separate species, C4H10O in total, with properties calculated with wB97M-V/def2-TZVPD.

```
15
Properties=species:S:1:pos:R:3:lowdin_charge:R:1
C -0.390 -1.556 -0.057 -0.119
C -0.022 -0.448 -1.058 -0.222
C 0.576 0.851 -0.368 -0.259
C 0.524 0.957 1.195 -0.126
O -2.034 0.774 -0.213 -0.016
H 0.334 -1.678 0.751 0.070
H -0.427 -2.544 -0.506 0.066
H -1.349 -1.308 0.375 0.050
H 0.621 -0.783 -1.874 0.112
H -0.961 -0.074 -1.568 0.106
H 1.630 0.992 -0.618 0.097
H 1.161 0.304 1.787 0.062
H 0.968 1.940 1.391 0.069
H -0.532 0.930 1.425 0.042
H -0.099 1.643 -0.662 0.066
```

Values from the calculation:
Highest occupied orbital energy in hartree: -0.4117
ΔE to the lowest compared entry with this formula, charge and spin in kcal per mole: 170.19
Maximum force in eV/A: 2.42
DFT total energy in Ha: -233.3737

***

3.
Below is a cluster of 14 separate species, C52H81F7IN15O2PS in total, with properties calculated with wB97M-V/def2-TZVPD.

```
160
Properties=species:S:1:pos:R:3:lowdin_charge:R:1
C 2.359 -2.430 3.942 0.070
C 1.724 -1.270 3.814 -0.092
C 0.732 -0.024 3.457 -0.151
C 0.726 0.281 1.837 -0.206
C 1.652 1.509 1.383 -0.226
C 3.073 1.626 2.201 -0.200
C 4.118 0.435 1.760 -0.161
C 4.672 0.585 0.257 -0.064
C 5.558 -0.763 -0.036 -0.248
F 6.570 -0.497 -1.037 0.024
F 6.285 -1.186 1.161 0.031
C 4.677 -1.998 -0.576 -0.270
F 5.520 -3.188 -0.465 0.048
F 3.500 -2.286 0.186 0.078
F 4.288 -1.912 -1.951 0.072
C 0.880 2.962 1.279 -0.623
F 1.918 3.679 0.485 -0.109
I 1.096 3.873 3.218 1.195
N -0.458 2.919 0.589 -0.177
O -0.034 2.343 -0.622 0.012
C -1.027 4.215 0.124 -0.060
C -1.924 5.203 0.967 -0.272
C -3.555 4.993 0.877 -0.080
F -1.542 5.572 2.311 -0.127
C -1.418 1.824 1.034 -0.360
C -2.788 1.642 0.247 -0.207
C -3.072 1.863 -1.277 -0.372
C -2.267 1.173 -2.456 -0.129
C -4.616 1.268 -1.469 -0.077
P -2.088 2.141 2.847 0.469
S -3.602 0.951 3.311 0.177
C -0.759 0.352 1.205 -0.233
C -0.786 -0.655 -0.050 -0.145
C -0.600 -2.240 0.395 -0.153
C -2.107 -2.794 0.751 -0.182
C -2.169 -4.391 0.974 -0.201
N -3.607 -4.710 1.377 -0.012
C -3.898 -4.241 2.752 -0.394
C -3.109 -4.980 3.960 -0.029
O -4.717 -3.254 2.936 -0.037
H 2.666 -3.541 3.800 0.071
H 1.043 0.901 4.073 0.050
H -0.315 -0.336 3.848 0.113
H 1.307 -0.650 1.426 0.133
H 2.033 1.227 0.312 0.139
H 2.968 1.513 3.336 0.085
H 3.630 2.610 2.002 0.107
H 3.691 -0.596 2.033 0.093
H 5.039 0.589 2.464 0.140
H 3.863 0.598 -0.565 0.122
H 5.371 1.483 0.078 0.145
H 0.237 3.030 -1.270 0.157
H -0.115 4.884 -0.200 0.175
H -1.584 4.126 -0.903 0.170
H -1.835 6.236 0.406 0.169
H -4.012 4.613 1.860 0.074
H -4.094 6.007 0.662 0.095
H -3.868 4.294 0.023 0.044
H -3.625 2.271 0.781 0.078
H -3.157 0.556 0.497 0.123
H -3.249 2.977 -1.592 0.118
H -1.187 0.849 -2.292 0.049
H -2.831 0.230 -2.854 0.066
H -2.253 1.901 -3.371 0.101
H -5.135 1.862 -2.307 0.096
H -5.211 1.498 -0.493 0.076
H -4.610 0.127 -1.630 0.090
H -1.109 1.930 3.854 -0.084
H -2.631 3.448 3.012 -0.017
H -1.405 -0.224 1.998 0.099
H -1.817 -0.730 -0.593 0.106
H 0.087 -0.449 -0.773 0.119
H -0.099 -2.824 -0.460 0.120
H 0.002 -2.347 1.371 0.104
H -2.858 -2.558 -0.113 0.123
H -2.455 -2.163 1.653 0.110
H -2.039 -4.914 -0.063 0.131
H -1.421 -4.789 1.759 0.104
H -4.258 -4.232 0.713 0.117
H -1.995 -4.684 3.846 0.075
H -3.504 -4.611 4.972 0.091
H -3.174 -6.116 3.797 0.066
C -1.299 0.949 7.530 -0.043
C -0.501 1.861 6.637 -0.202
N 0.134 2.587 5.927 0.047
H -0.967 -0.083 7.399 0.084
H -1.161 1.238 8.574 0.086
H -2.359 1.017 7.278 0.083
C 4.091 -4.984 -2.603 -0.058
C 2.694 -5.363 -3.015 -0.200
N 1.583 -5.664 -3.340 0.117
H 4.543 -5.795 -2.028 0.029
H 4.701 -4.792 -3.488 0.090
H 4.064 -4.085 -1.989 0.028
C 7.587 -7.247 -0.523 -0.065
C 6.191 -7.627 -0.934 -0.229
N 5.079 -7.930 -1.262 0.106
H 8.040 -8.058 0.052 0.085
H 8.196 -7.057 -1.409 0.041
H 7.562 -6.346 0.093 0.075
C 9.873 -0.781 -0.270 -0.078
C 11.013 -1.743 -0.066 -0.242
N 11.920 -2.507 0.095 0.108
H 8.924 -1.321 -0.250 0.051
H 9.873 -0.031 0.523 0.078
H 9.978 -0.280 -1.234 0.077
C -7.782 3.003 1.735 -0.047
C -6.996 3.920 0.838 -0.195
N -6.369 4.650 0.124 0.123
H -7.450 1.972 1.595 0.079
H -7.633 3.286 2.779 0.084
H -8.845 3.071 1.496 0.085
C -7.611 8.002 -0.575 -0.071
C -7.672 9.094 0.459 -0.225
N -7.721 9.961 1.282 0.118
H -6.931 8.290 -1.380 0.078
H -7.252 7.077 -0.119 0.034
H -8.605 7.830 -0.994 0.079
C -1.871 -8.456 0.423 -0.061
C -1.505 -7.861 1.756 -0.223
N -1.214 -7.387 2.816 0.118
H -1.037 -8.348 -0.273 0.080
H -2.102 -9.517 0.541 0.080
H -2.745 -7.944 0.016 0.075
C 4.829 2.023 -3.755 -0.054
C 4.146 3.252 -3.219 -0.227
N 3.601 4.230 -2.793 0.107
H 4.121 1.425 -4.332 0.084
H 5.661 2.310 -4.402 0.087
H 5.212 1.421 -2.929 0.056
C -9.842 10.616 3.814 -0.101
C -10.458 11.301 5.004 -0.249
N -10.947 11.845 5.951 0.098
H -8.770 10.817 3.782 0.057
H -10.000 9.537 3.883 0.071
H -10.301 10.984 2.894 0.071
C 7.027 -9.361 -4.883 -0.066
C 8.131 -8.704 -4.098 -0.226
N 9.009 -8.182 -3.474 0.112
H 6.142 -8.721 -4.885 0.075
H 7.350 -9.526 -5.912 0.079
H 6.771 -10.321 -4.431 0.080
C 4.754 7.654 -2.947 -0.088
C 5.548 8.569 -3.840 -0.246
N 6.180 9.296 -4.551 0.105
H 5.072 6.621 -3.097 0.047
H 4.912 7.927 -1.902 0.075
H 3.691 7.737 -3.181 0.073
C -0.909 -4.879 -5.260 -0.081
C -2.307 -5.252 -5.674 -0.250
N -3.420 -5.549 -6.003 0.113
H -0.461 -5.693 -4.688 0.037
H -0.298 -4.688 -6.145 0.084
H -0.932 -3.979 -4.642 0.056
C -3.235 -2.223 -6.157 -0.066
C -2.170 -1.519 -5.358 -0.229
N -1.323 -0.958 -4.723 0.112
H -4.137 -1.610 -6.195 0.082
H -2.880 -2.399 -7.174 0.089
H -3.475 -3.182 -5.692 0.031
```

Values from the calculation:
Highest occupied orbital energy in hartree: -0.4077
Total charge: +1
ΔE to the lowest compared entry with this formula, charge and spin in kcal per mole: 283.87
Maximum force in eV/A: 7.21
DFT total energy in Ha: -4737.1997

***

4.
Below is a structure of composition C5H9MgNdO4, with properties calculated with wB97M-V/def2-TZVPD.

```
20
Properties=species:S:1:pos:R:3:lowdin_charge:R:1
O -0.638 1.155 2.400 -0.430
C 0.559 0.730 2.829 -0.175
C 1.467 0.191 1.996 -0.089
O 1.048 -0.386 0.817 -0.175
C 1.198 0.265 -0.460 -0.174
C 0.575 -0.708 -1.433 -0.139
O -0.829 -0.789 -1.154 -0.432
C -1.619 -1.597 -2.004 -0.023
Nd -1.441 0.371 0.642 1.587
H 0.917 1.199 3.751 0.145
H 2.541 0.188 2.177 0.153
H 2.245 0.490 -0.682 0.137
H 0.941 -1.731 -1.247 0.164
H 0.684 -0.338 -2.463 0.160
H -2.671 -1.440 -1.744 0.103
H -1.471 -1.293 -3.050 0.124
H -1.360 -2.645 -1.793 0.124
Mg -1.746 2.653 1.836 1.252
O -1.172 2.003 0.147 -0.568
H 0.769 1.682 -0.566 0.255
```

Values from the calculation:
Highest occupied orbital energy (spin up / spin down) in hartree: -0.5908 / -0.5918
Total charge: +2
ΔE to the lowest compared entry with this formula, charge and spin in kcal per mole: 29.68
Multiplicity: 4
Maximum force in eV/A: 12.18
DFT total energy in Ha: -1257.6643

***

5.
Below is the molecule C32H35N3O6, with properties calculated with wB97M-V/def2-TZVPD.

```
76
Properties=species:S:1:pos:R:3:lowdin_charge:R:1
C -1.053 -6.173 0.573 -0.085
H -1.577 -5.670 1.392 0.093
O -0.163 -5.302 -0.083 -0.083
C -0.665 -4.183 -0.672 -0.282
C -2.009 -3.829 -0.697 -0.020
C -2.402 -2.648 -1.303 -0.029
C -1.476 -1.802 -1.894 -0.198
C -0.136 -2.180 -1.901 -0.031
C 0.266 -3.350 -1.295 0.010
H 1.303 -3.644 -1.292 0.121
H 0.604 -1.564 -2.388 0.098
C -1.920 -0.486 -2.487 -0.081
N -2.074 0.547 -1.467 0.014
C -1.009 1.120 -0.861 -0.428
O -1.114 1.820 0.144 0.054
C 0.322 0.888 -1.458 0.033
C 1.400 0.708 -0.694 0.026
C 2.718 0.458 -1.308 -0.310
O 2.763 -0.002 -2.457 0.051
C 3.918 0.737 -0.537 -0.092
C 3.892 1.390 0.708 -0.015
C 5.038 1.634 1.412 -0.002
C 6.285 1.228 0.904 -0.266
C 6.343 0.597 -0.327 0.060
C 5.180 0.359 -1.059 -0.244
O 5.312 -0.234 -2.244 0.094
H 4.408 -0.304 -2.648 0.086
H 7.272 0.278 -0.770 0.118
O 7.351 1.506 1.681 -0.063
C 8.636 1.133 1.233 -0.075
H 8.893 1.636 0.297 0.099
H 9.323 1.451 2.016 0.095
H 8.712 0.050 1.099 0.099
H 5.016 2.139 2.364 0.118
H 2.952 1.730 1.112 0.112
H 1.306 0.680 0.380 0.111
H 0.434 0.928 -2.533 0.126
C -3.416 0.788 -0.937 -0.119
C -3.662 2.262 -0.703 -0.165
C -4.430 2.718 0.361 -0.002
C -4.652 4.081 0.486 -0.136
N -4.175 4.980 -0.355 0.056
C -3.455 4.546 -1.375 -0.140
C -3.177 3.208 -1.601 -0.014
H -2.588 2.911 -2.455 0.116
H -3.086 5.310 -2.046 0.105
H -5.242 4.472 1.304 0.105
H -4.853 2.029 1.076 0.115
C -3.708 -0.083 0.310 -0.464
O -4.576 -0.936 0.290 0.067
N -2.929 0.200 1.354 0.132
H -2.240 0.939 1.245 0.099
C -2.910 -0.573 2.579 -0.292
H -3.953 -0.797 2.841 0.150
C -2.249 0.249 3.684 -0.139
C -0.761 0.468 3.411 -0.191
H -0.317 1.005 4.252 0.111
H -0.631 1.090 2.523 0.093
C -0.044 -0.864 3.209 -0.194
H -0.101 -1.450 4.130 0.114
H 1.013 -0.690 2.992 0.104
C -0.688 -1.652 2.072 -0.186
C -2.163 -1.897 2.372 -0.132
H -2.261 -2.499 3.278 0.122
H -2.630 -2.439 1.548 0.093
H -0.594 -1.098 1.135 0.099
H -0.175 -2.606 1.938 0.110
H -2.368 -0.287 4.628 0.120
H -2.755 1.212 3.776 0.116
H -4.127 0.458 -1.705 0.164
H -2.888 -0.610 -2.979 0.134
H -1.199 -0.153 -3.237 0.124
H -3.449 -2.388 -1.299 0.110
H -2.762 -4.459 -0.250 0.110
H -0.436 -6.974 0.978 0.094
H -1.785 -6.598 -0.121 0.096
```

Values from the calculation:
Highest occupied orbital energy in hartree: -0.3169
ΔE to the lowest compared entry with this formula, charge and spin in kcal per mole: 0.00
Maximum force in eV/A: 0.73
DFT total energy in Ha: -1856.1433

***

6.
Below is a structure of composition C19H21NO5PtSSi, with properties calculated with wB97M-V/def2-TZVPD.

```
49
Properties=species:S:1:pos:R:3:lowdin_charge:R:1
Pt 0.242 0.465 0.369 0.875
C -1.401 -4.678 -1.755 -0.186
Si -2.860 -3.514 -1.698 0.486
C -4.421 -4.531 -1.437 -0.198
C -3.013 -2.606 -3.322 -0.186
C -2.697 -2.313 -0.278 -0.256
C -3.623 -2.252 0.758 -0.105
C -3.493 -1.352 1.815 -0.075
C -2.399 -0.504 1.810 -0.098
N -1.505 -0.547 0.832 -0.163
C -1.616 -1.414 -0.201 -0.749
S -0.268 -1.160 -1.254 0.575
H -1.531 -5.412 -2.556 0.023
H -1.299 -5.212 -0.808 0.031
H -0.477 -4.124 -1.924 0.009
H -4.540 -5.244 -2.257 0.022
H -5.312 -3.901 -1.410 0.026
H -4.381 -5.098 -0.504 0.026
H -3.163 -3.315 -4.141 0.023
H -2.116 -2.018 -3.517 0.009
H -3.861 -1.918 -3.299 0.031
H -4.478 -2.922 0.752 0.084
H -4.215 -1.306 2.618 0.091
H -2.212 0.229 2.586 0.122
O -0.319 4.094 5.747 0.032
C -0.194 3.424 4.732 -0.314
C 0.521 2.104 4.626 -0.330
O 1.088 1.519 5.545 0.017
C 0.411 1.691 3.225 -0.348
C -0.350 2.668 2.486 -0.348
O -0.602 2.526 1.263 -0.097
C -0.762 3.754 3.378 -0.330
O -1.423 4.752 3.101 0.017
O 0.859 0.650 2.682 -0.097
C 4.984 2.805 0.097 -0.072
C 4.176 2.394 -1.143 -0.655
C 5.024 1.441 -1.998 -0.081
C 3.853 3.648 -1.968 -0.076
C 2.930 1.737 -0.722 -0.170
C 1.900 1.247 -0.307 -0.250
H 5.916 3.302 -0.195 0.069
H 5.224 1.928 0.700 0.081
H 4.401 3.483 0.720 0.084
H 5.954 1.928 -2.310 0.068
H 4.471 1.137 -2.888 0.076
H 5.270 0.541 -1.432 0.077
H 4.774 4.154 -2.277 0.068
H 3.250 4.341 -1.381 0.083
H 3.283 3.379 -2.858 0.077
```

Values from the calculation:
Highest occupied orbital energy in hartree: -0.0243
Total charge: -2
ΔE to the lowest compared entry with this formula, charge and spin in kcal per mole: 0.00
Maximum force in eV/A: 0.27
DFT total energy in Ha: -1974.6179